(1)
ORCA calculation (ωB97M-V with the def2-TZVPD basis set) on a 3-piece molecular cluster, C28H60BF13N7O2P2 overall at a distorted geometry.

Output
frontier orbital gap: 5.68 eV
relative energy (zero: lowest compared OMol25 entry of this formula, charge and spin): 0.0 kJ/mol
largest force on an atom: 7.89 eV/A
electronic energy: -99113.7105 eV
LUMO level: 1.1 eV

Geometry as ORCA input:
```
! wB97M-V def2-TZVPD RIJCOSX def2/J DEFGRID3
* xyz -1 1
C -4.136 -4.838 -0.716
C -2.807 -4.344 -0.060
C -3.019 -3.092 0.861
C -1.645 -2.402 1.096
B -1.687 -0.729 1.175
C -1.651 -0.183 -0.386
C -3.053 -0.148 -1.096
C -3.031 -0.231 2.015
C -3.146 1.325 2.103
N -2.504 1.886 3.315
C -0.368 -0.310 2.097
C 0.308 1.051 1.770
C 1.569 0.900 0.888
F 1.427 -0.209 0.140
F 2.616 0.794 1.766
C 1.856 2.169 0.046
F 0.769 2.742 -0.452
F 2.333 3.085 0.928
C 2.997 2.053 -1.030
F 3.006 3.291 -1.604
F 4.168 1.985 -0.385
C 2.781 1.049 -2.199
F 1.462 0.873 -2.347
F 3.142 1.672 -3.340
C 3.455 -0.374 -2.224
F 2.503 -1.310 -2.169
F 4.019 -0.557 -3.436
C 4.538 -0.769 -1.191
F 5.638 -0.057 -1.426
F 4.886 -2.039 -1.457
F 4.180 -0.734 0.055
H -4.162 -5.935 -0.660
H -4.962 -4.405 -0.139
H -4.155 -4.523 -1.765
H -2.310 -5.135 0.523
H -2.061 -4.042 -0.811
H -3.791 -2.446 0.424
H -3.425 -3.506 1.799
H -1.312 -2.714 2.110
H -0.852 -2.756 0.413
H -1.046 -0.905 -0.964
H -1.235 0.832 -0.529
H -2.896 0.406 -2.044
H -3.794 0.438 -0.537
H -3.404 -1.144 -1.393
H -2.973 -0.662 3.035
H -3.974 -0.571 1.555
H -4.238 1.547 2.158
H -2.781 1.786 1.175
H -3.069 1.562 4.096
H -2.612 2.907 3.269
H 0.344 -1.157 2.119
H -0.727 -0.227 3.136
H -0.439 1.715 1.323
H 0.597 1.515 2.723
O -3.160 5.856 2.899
P -4.455 6.643 2.979
N -4.127 7.625 1.602
C -3.736 9.015 1.597
C -3.998 6.940 0.321
N -4.060 7.461 4.445
C -4.123 8.892 4.672
C -2.986 6.895 5.254
N -6.069 7.350 3.110
C -6.890 6.560 4.068
C -6.894 7.494 1.903
H -4.459 9.640 2.130
H -3.714 9.421 0.584
H -2.739 9.165 2.031
H -4.978 6.586 -0.031
H -3.339 6.070 0.392
H -3.592 7.583 -0.458
H -3.238 9.407 4.284
H -4.179 9.103 5.745
H -5.016 9.347 4.246
H -1.997 7.130 4.842
H -3.081 5.815 5.331
H -3.029 7.280 6.277
H -7.086 5.552 3.691
H -7.843 7.054 4.261
H -6.382 6.465 5.028
H -7.017 6.548 1.368
H -6.483 8.234 1.219
H -7.885 7.865 2.175
O 3.631 -7.356 -2.672
P 4.795 -6.631 -3.314
N 5.436 -7.961 -4.199
C 6.656 -8.680 -3.919
C 4.561 -8.581 -5.184
N 5.669 -6.320 -1.866
C 7.083 -6.560 -1.656
C 4.957 -6.496 -0.604
N 5.876 -5.505 -4.130
C 5.455 -4.103 -3.852
C 6.043 -5.595 -5.587
H 7.522 -8.011 -3.888
H 6.891 -9.396 -4.709
H 6.599 -9.239 -2.976
H 4.432 -7.926 -6.057
H 3.568 -8.783 -4.772
H 4.951 -9.529 -5.552
H 7.289 -7.610 -1.416
H 7.450 -5.957 -0.819
H 7.692 -6.264 -2.509
H 4.863 -7.555 -0.334
H 3.962 -6.061 -0.652
H 5.477 -5.982 0.207
H 4.481 -3.885 -4.300
H 6.187 -3.393 -4.239
H 5.377 -3.923 -2.783
H 5.089 -5.541 -6.119
H 6.558 -6.509 -5.879
H 6.677 -4.778 -5.937
*
```

Mulliken atomic charge list, values in e, 4 entries: -1.225 -0.511 -0.629 -1.151


(2)
ORCA calculation (ωB97M-V with the def2-TZVPD basis set) on a 3-piece molecular cluster, C28H60N6O8 overall at a distorted geometry.

Output
frontier orbital gap: 9.03 eV
largest force on an atom: 4.78 eV/A
electronic energy: -55322.3941 eV
structure (SMILES): CNC[C@@H]1C(=O)N[C@H](CCCCN(C)C(C)=O)[C@@]1(N)CCOC=O.COCCNCCOC.COCCNCCOC
LUMO level: 0.4 eV

Geometry as ORCA input:
```
! wB97M-V def2-TZVPD RIJCOSX def2/J DEFGRID3
* xyz 0 1
C 0.813 -0.143 3.855
N -0.609 0.318 3.796
C -1.470 -0.533 2.921
C -2.013 0.417 1.702
C -0.974 1.651 1.629
O 0.204 1.603 1.226
N -1.753 2.784 2.185
C -3.123 2.591 1.620
C -4.084 3.703 2.257
C -3.293 5.125 2.159
C -2.780 5.455 0.676
C -1.193 5.600 0.530
N -0.808 5.856 -0.910
C -0.955 4.627 -1.743
C 0.547 6.415 -0.953
C 1.855 5.679 -1.493
O 0.701 7.608 -0.545
C -3.483 1.032 1.857
N -4.219 0.916 3.148
C -4.603 0.754 0.740
C -4.143 -0.207 -0.451
O -5.216 -0.602 -1.350
C -4.608 -1.577 -2.223
O -4.995 -2.757 -2.306
H 1.065 -0.999 3.146
H 1.036 -0.434 4.938
H 1.462 0.752 3.518
H -1.049 0.334 4.729
H -2.413 -0.936 3.443
H -0.942 -1.435 2.464
H -1.732 -0.188 0.776
H -1.658 2.835 3.207
H -2.982 2.657 0.485
H -5.037 3.786 1.635
H -4.379 3.499 3.340
H -2.488 5.190 2.967
H -4.090 5.922 2.418
H -3.174 4.711 -0.109
H -3.228 6.475 0.378
H -0.880 6.495 1.171
H -0.600 4.673 0.852
H -2.061 4.474 -2.031
H -0.562 3.669 -1.258
H -0.404 4.809 -2.733
H 2.587 6.475 -1.886
H 2.401 5.093 -0.679
H 1.668 4.958 -2.358
H -3.566 1.000 3.946
H -4.673 -0.009 3.166
H -4.945 1.761 0.288
H -5.556 0.320 1.230
H -3.729 -1.166 0.034
H -3.258 0.302 -0.977
H -3.691 -1.194 -2.812
C 1.251 -3.909 -5.044
O -0.155 -4.007 -4.874
C -0.579 -5.284 -4.393
C -1.106 -5.172 -2.963
N -0.021 -4.899 -2.018
C -0.484 -4.519 -0.682
C -1.293 -3.219 -0.556
O -0.539 -2.042 -0.828
C -0.455 -1.698 -2.205
H 1.465 -2.969 -5.554
H 1.761 -3.896 -4.077
H 1.631 -4.733 -5.655
H 0.212 -6.039 -4.472
H -1.403 -5.602 -5.039
H -1.596 -6.111 -2.685
H -1.855 -4.374 -2.948
H 0.551 -4.144 -2.380
H 0.411 -4.419 -0.060
H -1.067 -5.347 -0.261
H -1.602 -3.134 0.492
H -2.219 -3.235 -1.141
H -1.351 -1.985 -2.763
H 0.434 -2.150 -2.650
H -0.336 -0.615 -2.279
C 7.094 -3.151 0.969
O 5.820 -3.155 1.595
C 5.639 -2.077 2.516
C 4.611 -1.081 1.983
N 5.134 -0.339 0.835
C 4.115 0.434 0.118
C 2.976 -0.347 -0.555
O 3.394 -1.153 -1.653
C 3.880 -2.437 -1.293
H 7.199 -4.082 0.411
H 7.180 -2.319 0.264
H 7.896 -3.096 1.710
H 6.586 -1.583 2.764
H 5.247 -2.518 3.438
H 4.350 -0.374 2.777
H 3.712 -1.646 1.714
H 5.552 -0.992 0.182
H 4.642 0.994 -0.660
H 3.687 1.175 0.802
H 2.289 0.392 -0.978
H 2.383 -0.931 0.157
H 3.385 -2.838 -0.405
H 4.962 -2.402 -1.145
H 3.693 -3.117 -2.128
*
```

Mulliken atomic charge list, values in e, 4 entries: -0.707 -0.151 -0.873 2.175


Question: largest force on an atom of number 2 (C28H60N6O8)?
Answer: 4.78 eV/A


Question: What is the electronic energy in the second record?
Answer: -55322.3941 eV


Question: Among the records above, which one has the lowest largest force on an atom?
Answer: C28H60N6O8